Entry from OMol25: C5H8O in the gas phase (ωB97M-V/def2-TZVPD).

```
! wB97M-V def2-TZVPD RIJCOSX def2/J DEFGRID3
* xyz 0 1
C -0.132 2.317 1.034
O -0.732 1.991 -0.194
C -0.192 0.820 -0.762
C -0.385 -0.412 0.024
C 0.053 -1.620 -0.086
C 0.028 -3.002 -0.197
H 0.945 2.524 0.912
H -0.626 3.217 1.408
H -0.252 1.502 1.762
H -0.699 0.705 -1.728
H 0.886 0.973 -0.967
H 0.877 -3.597 0.123
H -0.807 -3.534 -0.653
H 1.035 -1.885 -0.677
*
```

The LUMO energy (spin up / spin down) is -0.01080 / -0.01076 Ha. As for the HOMO energy (spin up / spin down): -7.96 / -7.96 eV.

---

Entry from OMol25: C5H8O as an isolated structure at a distorted geometry (ωB97M-V/def2-TZVPD).

```
! wB97M-V def2-TZVPD RIJCOSX def2/J DEFGRID3
* xyz 0 1
C 0.941 0.140 -0.132
C 0.034 0.971 -0.537
C 1.423 1.432 -0.856
C 1.432 -0.950 0.697
C -2.521 0.195 -0.383
O -1.832 1.319 -0.541
H 1.906 2.126 -0.351
H 1.546 1.491 -1.922
H 1.072 -1.065 1.732
H 2.572 -0.858 0.776
H 1.181 -1.933 0.149
H -2.131 -0.397 0.411
H -2.620 -0.263 -1.404
H -3.421 0.539 -0.058
*
```

The LUMO energy is 0.01183 Ha. As for the HOMO energy: -9.00 eV.

---

Entry from OMol25: C5H8O in the gas phase (ωB97M-V/def2-TZVPD).

```
! wB97M-V def2-TZVPD RIJCOSX def2/J DEFGRID3
* xyz 0 1
C -0.920 0.128 -0.922
C 0.615 0.018 -1.056
C 1.154 0.196 0.355
O 0.005 0.357 1.264
C 1.086 -0.968 1.272
C -1.213 -0.007 0.571
H -1.435 -0.649 -1.494
H -1.267 1.096 -1.294
H 0.910 -0.969 -1.422
H 1.006 0.778 -1.739
H 1.832 1.043 0.498
H 1.662 -0.686 2.172
H -1.461 -1.027 0.864
H -1.975 0.691 0.928
*
```

The LUMO energy is 0.03689 Ha. As for the HOMO energy: -8.10 eV.

---

| no. | DFT total energy (eV) |
| --- | --- |
| 1 | -7356.224 |
| 2 | -7355.653 |
| 3 | -7357.938 |